Entry 1:
{"formula": "C11H25CeClIN2OP2", "method": "wB97M-V/def2-TZVPD", "e_lumo_ev": [-9.06, -10.09], "homo_energy_ha": [-0.531, -0.536], "charge": 2, "molar_mass_g_mol": 565.8, "energy_ha": -2534.03418, "homo_lumo_gap_ev": [5.4, 4.5], "e_above_lowest_kcal_mol": 68.5, "multiplicity": 2, "species": ["H", "H", "C", "H", "C", "C", "H", "H", "H", "H", "H", "H", "H", "C", "C", "H", "C", "H", "H", "P", "C", "H", "C", "H", "O", "Cl", "P", "C", "H", "H", "C", "H", "N", "H", "H", "H", "H", "Ce", "H", "N", "H", "I", "C", "H"], "xyz": [[4.740, -1.504, 0.256], [0.449, -0.813, 4.529], [-3.982, -0.006, -1.565], [-3.594, -0.689, -2.343], [3.147, 1.144, 0.801], [0.270, 1.501, -3.887], [-4.242, -1.716, 0.570], [-3.237, 1.297, 1.931], [1.113, 1.057, -4.422], [2.872, 2.083, 0.310], [3.657, -0.401, -2.613], [0.264, 2.587, -4.034], [-4.172, 0.993, -1.981], [-3.636, 1.329, 0.908], [0.219, -1.141, 2.337], [4.227, 1.102, 1.013], [0.276, 1.054, -2.454], [4.088, 1.173, -1.834], [-0.326, 1.600, 3.899], [2.775, -0.248, -0.325], [0.204, -0.478, 3.530], [-3.518, 2.346, 0.521], [-3.219, -1.393, 0.826], [3.257, -2.514, 0.351], [0.457, 1.661, -1.401], [1.108, -3.101, -0.538], [-2.803, 0.117, -0.168], [-0.388, 0.927, 1.900], [-4.713, 1.072, 0.945], [-0.627, 1.076, -4.368], [3.972, 0.093, -1.680], [4.907, -0.352, -1.330], [-0.192, 0.835, 3.234], [-4.885, -0.440, -1.101], [-0.679, 1.850, 1.403], [-3.140, -1.152, 1.898], [0.453, -2.166, 2.076], [-0.299, -0.966, -1.151], [3.639, -1.352, 1.661], [-0.144, -0.269, 1.309], [-2.526, -2.222, 0.587], [-2.054, -3.461, -1.924], [3.693, -1.538, 0.588], [2.589, 1.026, 1.738]]}

Entry 2:
{"formula": "C5H10O2", "method": "wB97M-V/def2-TZVPD", "e_lumo_ev": 0.93, "homo_energy_ha": -0.274, "charge": 0, "molar_mass_g_mol": 102.1, "energy_ha": -346.85261, "homo_lumo_gap_ev": 8.4, "e_above_lowest_kcal_mol": 108.4, "species": ["O", "C", "H", "H", "C", "O", "H", "H", "C", "H", "H", "H", "C", "H", "C", "H", "H"], "xyz": [[0.312, 1.198, 0.116], [-1.845, 0.248, -0.031], [1.161, -0.476, -1.257], [-2.804, 0.186, 0.493], [1.735, -0.712, 0.347], [2.360, -0.692, -1.401], [2.751, 0.191, -1.527], [-1.208, 1.763, 1.401], [-1.053, 1.504, 0.342], [-1.321, 2.375, -0.266], [-0.947, -1.077, 1.427], [2.498, -0.077, 0.794], [0.459, -0.215, 0.002], [1.853, -1.779, 0.510], [-0.867, -0.865, 0.351], [-1.047, -1.799, -0.190], [-2.036, 0.225, -1.110]]}

Entry 3:
{"formula": "C4H11BrN2", "method": "wB97M-V/def2-TZVPD", "e_lumo_ev": -8.82, "homo_energy_ha": -0.633, "charge": 2, "molar_mass_g_mol": 167.1, "energy_ha": -2841.74694, "homo_lumo_gap_ev": 8.4, "e_above_lowest_kcal_mol": 43.7, "species": ["H", "C", "H", "H", "H", "Br", "H", "H", "H", "N", "C", "C", "H", "H", "H", "N", "H", "C"], "xyz": [[-2.173, 2.116, -0.796], [-0.605, 1.110, 0.338], [-2.481, 1.848, 0.890], [0.381, -2.497, 0.525], [-1.521, 3.067, 0.469], [-4.288, -0.288, -0.476], [-0.166, 1.282, 1.257], [-5.206, -1.240, -0.320], [3.433, -0.910, -1.134], [1.334, -2.184, 0.432], [-0.018, 0.319, -0.559], [1.638, -0.996, 0.069], [3.717, -0.823, 0.629], [3.085, 0.631, -0.285], [-0.459, -0.108, -1.610], [-1.759, 2.041, 0.189], [2.049, -2.903, 0.622], [3.040, -0.463, -0.240]]}

Entry 4:
{"formula": "C19H28DyN4S2", "method": "wB97M-V/def2-TZVPD", "e_lumo_ev": [-11.73, -11.62], "homo_energy_ha": [-0.639, -0.639], "charge": 3, "molar_mass_g_mol": 539.1, "energy_ha": -2640.16585, "homo_lumo_gap_ev": [5.7, 5.8], "e_above_lowest_kcal_mol": 8.5, "multiplicity": 6, "species": ["C", "C", "C", "C", "H", "S", "C", "C", "C", "H", "H", "H", "H", "H", "C", "H", "S", "H", "H", "H", "C", "C", "H", "H", "H", "H", "C", "H", "H", "N", "Dy", "N", "C", "C", "H", "C", "H", "H", "N", "C", "C", "H", "H", "H", "H", "H", "C", "H", "C", "H", "H", "C", "H", "N"], "xyz": [[-2.501, 0.125, -2.379], [-0.816, -4.526, 2.552], [0.239, -2.510, 1.760], [-1.596, 0.978, 2.591], [-3.049, -2.136, 1.492], [0.153, 2.809, -0.045], [-1.914, 2.499, -1.959], [0.329, -1.140, -3.137], [5.210, 1.010, 0.690], [-0.764, -5.543, 2.941], [-2.961, 2.103, 1.312], [3.350, -1.842, 0.273], [1.368, -1.488, -3.088], [-0.197, -1.666, -3.944], [0.342, -3.815, 2.293], [-2.886, 2.899, -2.289], [-0.397, -1.587, -1.528], [-2.946, 1.266, -0.755], [-2.040, 3.710, -0.169], [6.226, 1.393, 0.567], [2.637, 0.007, 1.086], [4.204, 1.847, 1.192], [4.431, 2.886, 1.441], [-2.742, -1.608, -1.067], [-1.538, 0.113, 3.276], [-2.984, -4.440, 2.488], [4.916, -0.317, 0.341], [-3.442, 0.356, 1.626], [-2.350, -1.981, -2.770], [1.348, -0.530, 1.299], [-0.755, 0.263, 0.549], [-2.121, 1.150, -1.349], [-2.053, -3.913, 2.289], [-2.648, 1.120, 1.692], [0.314, -0.060, -3.312], [3.625, -0.818, 0.533], [2.111, 1.965, 1.835], [-2.007, 0.383, -3.324], [1.392, -1.860, 1.371], [-1.309, 3.451, -0.944], [-2.152, -1.292, -1.942], [1.406, 3.584, -1.936], [-1.288, 2.389, -2.853], [-0.935, 1.810, 2.881], [5.680, -0.975, -0.067], [-3.587, 0.188, -2.556], [-2.104, -2.627, 1.760], [1.359, -4.176, 2.460], [2.914, 1.357, 1.405], [-0.962, 4.366, -1.434], [2.249, 2.272, -1.055], [1.289, 2.600, -1.462], [0.928, 1.857, -2.182], [-0.975, -1.904, 1.551]]}